<one>
{"formula": "C6H14NO", "method": "wB97M-V/def2-TZVPD", "homo_energy_ev": [-5.193, -9.377], "spin_multiplicity": 2, "orbital_gap_ev": [5.78, 9.96], "e_lumo_ev": [0.587, 0.579], "charge": 0, "species": ["C", "C", "C", "C", "C", "C", "N", "H", "H", "H", "H", "H", "H", "H", "H", "H", "H", "H", "H", "H", "H", "O"], "positions_angstrom": [[-2.0212, -0.1498, 2.2640], [-0.6013, -0.6745, 2.0526], [0.1933, 0.2387, 1.1003], [-0.1010, 0.2736, -0.3700], [-1.0403, 0.8027, -1.0822], [0.4857, -1.9836, -1.1573], [0.7118, -0.7123, -1.1363], [-2.0605, 0.8298, 1.9145], [-2.6962, -0.6589, 1.6103], [-2.5282, -0.2596, 3.2643], [0.0227, -0.6745, 2.9836], [-0.6859, -1.7019, 1.6552], [0.1590, 1.3401, 1.4763], [1.1834, -0.1664, 1.2655], [-1.0862, 0.9130, -2.1688], [-1.9702, 1.2835, -0.5030], [1.1913, -2.7718, -1.7661], [-0.5085, -2.3546, -0.6267], [1.2973, -0.2707, -1.9061], [2.9290, 2.2628, -1.9632], [1.3874, 2.2706, -1.2096], [2.1115, 1.7378, -1.6145]], "lowdin_spin": [0.00, 0.00, 0.01, 0.01, 0.02, 0.54, 0.31, 0.00, 0.00, 0.00, 0.00, 0.00, 0.00, 0.00, 0.00, 0.00, 0.03, 0.05, 0.01, 0.00, 0.00, 0.00]}

=====

<two>
{"formula": "C6H14NO", "method": "wB97M-V/def2-TZVPD", "homo_energy_ev": [-8.383, -8.382], "spin_multiplicity": 2, "orbital_gap_ev": [8.87, 6.35], "e_lumo_ev": [0.486, -2.028], "charge": 0, "species": ["C", "N", "C", "C", "O", "C", "C", "C", "H", "H", "H", "H", "H", "H", "H", "H", "H", "H", "H", "H", "H", "H"], "positions_angstrom": [[1.5361, -1.2691, -1.2963], [2.7899, -1.5801, -1.0877], [-1.3788, 1.8216, -1.3291], [-1.9957, 1.7282, 0.1212], [-2.3808, 0.5001, 0.4684], [0.3226, -1.4989, -0.3697], [1.0462, -0.8536, 2.0569], [0.3458, -0.4176, 0.7184], [2.3765, -0.5140, -0.6326], [1.2352, -1.5640, -2.3309], [-1.9939, 1.4134, -2.1380], [-0.4984, 1.1602, -1.3962], [-0.9994, 2.8214, -1.5961], [-1.0375, 2.0776, 0.6675], [-2.7385, 2.4883, 0.3402], [-0.6542, -1.5156, -0.9010], [0.3977, -2.4664, 0.1176], [1.8860, -1.5402, 1.9361], [1.3333, 0.0701, 2.6024], [0.2170, -1.2384, 2.6660], [-0.6942, -0.1168, 0.9423], [0.8849, 0.4938, 0.4405]], "lowdin_spin": [0.00, 0.00, 0.02, 0.10, 0.75, 0.00, 0.00, 0.02, 0.00, 0.00, 0.00, 0.00, 0.00, 0.07, 0.02, 0.00, 0.00, 0.00, 0.00, 0.00, 0.01, 0.00]}

=====

Need the numbers? Relative energies in kJ/mol: <one> 0.0; <two> 270.3.

=====

<one>
{"formula": "H9O4", "method": "wB97M-V/def2-TZVPD", "homo_energy_ev": -16.181, "orbital_gap_ev": 13.11, "e_lumo_ev": -3.068, "charge": 1, "species": ["O", "H", "H", "O", "H", "H", "O", "H", "H", "O", "H", "H", "H"], "positions_angstrom": [[-0.2116, -1.8211, 1.8100], [-0.8162, -2.5660, 1.7704], [0.4006, -1.9929, 2.5315], [0.1368, -0.9069, -2.2400], [0.7356, -0.5030, -2.8838], [-0.0804, -1.7850, -2.5689], [-0.0149, 2.6366, 0.2400], [0.6959, 3.1077, -0.2158], [-0.6807, 3.2717, 0.5368], [-0.0130, 0.1384, 0.2841], [-0.1671, -0.2495, -0.6124], [-0.0663, 1.1654, 0.2841], [0.0810, -0.4953, 1.0642]], "mulliken_charge": [-0.62, 0.31, 0.32, -0.65, 0.31, 0.32, -0.61, 0.32, 0.33, -0.41, 0.42, 0.48, 0.47]}

=====

<two>
{"formula": "H9O4", "method": "wB97M-V/def2-TZVPD", "homo_energy_ev": -16.560, "orbital_gap_ev": 13.40, "e_lumo_ev": -3.156, "charge": 1, "species": ["O", "H", "H", "O", "H", "H", "O", "H", "H", "O", "H", "H", "H"], "positions_angstrom": [[0.5968, 1.9908, -1.2074], [0.5985, 2.0517, -2.1698], [1.5255, 2.0272, -0.9154], [-0.4946, -2.2260, -1.3693], [0.1187, -2.8694, -1.7424], [-1.3890, -2.4826, -1.6219], [0.0662, 0.5405, 2.5062], [0.6449, 0.4483, 3.2831], [-0.7845, 0.6983, 2.9496], [-0.4040, -0.0113, 0.0805], [-0.2783, -0.8378, -0.4511], [-0.1683, -0.1312, 1.0508], [-0.0319, 0.8017, -0.3929]], "mulliken_charge": [-0.70, 0.36, 0.37, -0.65, 0.33, 0.32, -0.69, 0.34, 0.34, -0.42, 0.49, 0.47, 0.46]}

=====

<three>
{"formula": "H9O4", "method": "wB97M-V/def2-TZVPD", "homo_energy_ev": -14.410, "orbital_gap_ev": 10.57, "e_lumo_ev": -3.843, "charge": 1, "species": ["O", "H", "H", "H", "O", "H", "H", "O", "H", "H", "O", "H", "H"], "positions_angstrom": [[-0.2723, -0.9788, -0.1980], [0.2875, -0.1961, -0.0630], [-1.2708, -0.4623, -0.4974], [0.3531, -1.4505, -0.7641], [0.4994, 0.5566, -1.9634], [0.7971, 1.3862, -2.3475], [-0.1575, 0.1119, -2.5075], [-2.5238, -0.2542, -0.4859], [-3.0360, -0.2495, 0.3354], [-2.9053, 0.4490, -1.0348], [2.4117, 0.6189, 2.6616], [2.4148, 1.0237, 3.5420], [2.5767, -0.2887, 2.9380]], "mulliken_charge": [-0.59, 0.44, 0.50, 0.43, -0.63, 0.31, 0.33, -0.56, 0.37, 0.39, -0.64, 0.33, 0.32]}

=====

Need the numbers? Relative energies in kJ/mol: <one> 7.7; <two> 0.0; <three> 139.4.

=====

<one>
{"formula": "H9O4", "method": "wB97M-V/def2-TZVPD", "homo_energy_ev": -16.502, "orbital_gap_ev": 13.37, "e_lumo_ev": -3.130, "charge": 1, "species": ["O", "H", "H", "O", "H", "H", "O", "H", "H", "O", "H", "H", "H"], "positions_angstrom": [[0.5723, -2.5102, -0.7364], [1.1217, -3.1022, -0.2084], [-0.0880, -3.0846, -1.1418], [1.2097, 2.3011, -0.6504], [1.4061, 2.5803, -1.5536], [1.9322, 2.7069, -0.1511], [-1.8369, 0.2186, 1.5474], [-2.3166, 1.0398, 1.7054], [-2.4130, -0.4899, 1.8506], [0.0441, 0.0363, -0.2252], [0.7657, 0.7224, -0.1305], [-0.7445, 0.2238, 0.3689], [0.4323, -0.8738, -0.3185]], "mulliken_charge": [-0.67, 0.34, 0.32, -0.68, 0.34, 0.34, -0.66, 0.34, 0.33, -0.40, 0.49, 0.46, 0.46]}

=====

<two>
{"formula": "H9O4", "method": "wB97M-V/def2-TZVPD", "homo_energy_ev": -16.254, "orbital_gap_ev": 12.66, "e_lumo_ev": -3.594, "charge": 1, "species": ["O", "H", "H", "O", "H", "H", "O", "H", "H", "O", "H", "H", "H"], "positions_angstrom": [[-0.7209, -0.7820, 2.6934], [-1.5502, -0.3502, 2.4226], [-0.3841, -0.2627, 3.4239], [1.7696, 0.2522, -2.0676], [1.2626, 0.0584, -2.8725], [2.6054, -0.1298, -2.3773], [-1.3092, 1.1163, -0.6211], [-1.8673, 0.5554, -1.1535], [-1.2061, 1.9163, -1.1481], [0.3252, -0.6366, 0.1263], [0.6895, -0.0730, -0.6065], [-0.4108, -0.1007, 0.4880], [0.2958, -1.3808, 0.7557]], "mulliken_charge": [-0.68, 0.34, 0.34, -0.69, 0.35, 0.34, -0.70, 0.35, 0.33, -0.42, 0.50, 0.50, 0.45]}

=====

<three>
{"formula": "H9O4", "method": "wB97M-V/def2-TZVPD", "homo_energy_ev": -16.864, "orbital_gap_ev": 13.64, "e_lumo_ev": -3.219, "charge": 1, "species": ["O", "H", "H", "H", "O", "H", "H", "O", "H", "H", "O", "H", "H"], "positions_angstrom": [[-0.3015, 0.7587, -0.3767], [0.0971, 0.7694, 0.5537], [0.4093, 0.3025, -0.9549], [-1.0907, 0.1038, -0.3043], [-2.2130, -0.9086, 0.0054], [-3.1452, -0.6748, -0.1295], [-2.1448, -1.2850, 0.8915], [1.4955, -0.4878, -1.7348], [1.2666, -1.1896, -2.3556], [2.1505, 0.0804, -2.1810], [0.8680, 0.7388, 1.9646], [1.5853, 0.1790, 2.2808], [1.0230, 1.6134, 2.3407]], "mulliken_charge": [-0.48, 0.46, 0.49, 0.48, -0.69, 0.36, 0.36, -0.69, 0.35, 0.36, -0.68, 0.33, 0.35]}

=====

Need the numbers? Relative energies in kJ/mol: <one> 22.2; <two> 168.2; <three> 0.0.

=====

<one>
{"formula": "C2H2BrO3S", "method": "wB97M-V/def2-TZVPD", "homo_energy_ev": -4.882, "smiles": "O=S(=O)([O-])/C=C/Br", "orbital_gap_ev": 7.88, "e_lumo_ev": 2.997, "charge": -1, "species": ["C", "C", "O", "O", "O", "S", "Br", "H", "H"], "positions_angstrom": [[-0.2714, -0.3922, 0.5643], [-1.2865, -0.0565, -0.4118], [2.2469, -0.8104, 0.6952], [1.3039, 1.3119, 0.5943], [1.4136, -0.1769, -1.4825], [1.2860, -0.0169, -0.0236], [-3.0760, 0.3012, -0.0850], [-0.4170, -0.2243, 1.6495], [-1.1996, 0.0641, -1.5004]], "mulliken_charge": [-0.21, -0.35, -0.68, -0.66, -0.67, 1.14, -0.21, 0.31, 0.34]}

=====

<two>
{"formula": "C2H2BrO3S", "method": "wB97M-V/def2-TZVPD", "homo_energy_ev": -5.166, "smiles": "O=S(=O)([O-])/C=C/Br", "orbital_gap_ev": 8.20, "e_lumo_ev": 3.035, "charge": -1, "species": ["C", "C", "O", "O", "O", "S", "Br", "H", "H"], "positions_angstrom": [[-0.3618, -0.0595, 0.6071], [-1.3216, 0.2423, -0.4309], [1.9194, -1.2960, 0.7214], [1.8961, 1.2374, 0.3361], [1.2411, -0.1987, -1.4037], [1.4419, -0.0812, 0.0611], [-3.1944, 0.0418, -0.1062], [-0.6693, -0.6161, 1.5562], [-0.9513, 0.7301, -1.3412]], "mulliken_charge": [-0.31, -0.30, -0.63, -0.61, -0.69, 1.08, -0.24, 0.31, 0.39]}

=====

Need the numbers? Relative energies in kJ/mol: <one> 24.3; <two> 0.0.

=====

<one>
{"formula": "C7H15N5", "method": "wB97M-V/def2-TZVPD", "homo_energy_ev": [-16.019, -16.019], "orbital_gap_ev": [7.06, 7.06], "e_lumo_ev": [-8.958, -8.959], "charge": 2, "species": ["C", "C", "C", "C", "C", "C", "C", "N", "N", "N", "N", "N", "H", "H", "H", "H", "H", "H", "H", "H", "H", "H", "H", "H", "H", "H", "H"], "positions_angstrom": [[-1.2560, 2.8351, 0.2463], [-1.8338, 1.6492, 0.3145], [-0.6785, 0.1675, -0.0371], [-2.8183, -0.5440, 0.3140], [0.5490, 0.5964, -0.1644], [-1.1098, -2.2142, -0.4206], [2.2747, 2.2687, -0.2894], [0.0915, 2.9246, -0.0014], [-1.4857, -0.8063, -0.1565], [0.9096, 1.9479, -0.1184], [-3.1216, 0.9495, 0.3002], [3.0482, -1.4318, 0.0569], [-1.7263, 3.8009, 0.5749], [-3.6635, -0.8678, -0.3685], [-3.0658, -0.9745, 1.2632], [1.4862, -0.0066, -0.3162], [0.0025, -2.3468, 0.0162], [-1.7203, -2.8627, 0.1659], [-1.2053, -2.4780, -1.4366], [2.4556, 2.4449, -1.3199], [2.4233, 3.2240, 0.1341], [2.8864, 1.4348, -0.0492], [-3.8523, 1.1912, 1.1129], [-3.4848, 1.2906, -0.4865], [2.3562, -1.2857, 0.7689], [3.9373, -1.1083, 0.1655], [3.1461, -2.3945, -0.3096]], "mulliken_charge": [-0.36, -0.06, -0.02, -0.72, -0.25, -0.78, -0.82, -0.76, -0.03, 0.81, -0.01, -0.64, 0.39, 0.42, 0.42, 0.88, 0.27, 0.39, 0.31, 0.42, 0.32, 0.30, 0.46, 0.39, 0.30, 0.18, 0.19]}

=====

<two>
{"formula": "C7H15N5", "method": "wB97M-V/def2-TZVPD", "homo_energy_ev": -15.953, "smiles": "C=C/[NH+]=C1\\C[C@H](N)NC(N)=C1[NH3+]", "orbital_gap_ev": 7.98, "e_lumo_ev": -7.970, "charge": 2, "species": ["C", "C", "C", "C", "C", "C", "C", "N", "N", "N", "N", "N", "H", "H", "H", "H", "H", "H", "H", "H", "H", "H", "H", "H", "H", "H", "H"], "positions_angstrom": [[-0.8784, -0.3396, 1.0025], [0.6373, 0.1941, 0.1729], [-1.9794, -0.3625, 0.1683], [3.9244, 0.9733, 1.3239], [2.9471, 0.7959, 0.4490], [0.6494, 0.2563, -1.2952], [-0.4620, -0.7652, -1.6769], [-1.7830, -0.6172, -1.1334], [-3.2122, -0.1185, 0.7172], [-0.6522, -0.7341, -3.1000], [1.7225, 0.2304, 0.8981], [-0.9925, 0.0094, 2.4326], [4.9250, 1.3733, 0.9797], [3.6827, 0.7946, 2.3412], [2.9436, 1.1502, -0.6774], [0.3032, 1.2737, -1.7217], [1.5960, -0.2012, -1.7630], [-0.0653, -1.7945, -1.3744], [-2.5801, -0.9385, -1.7159], [-3.7674, -0.6561, 1.3279], [-3.8749, 0.1000, -0.0447], [0.0249, -0.9696, -3.7700], [-1.3886, -0.1039, -3.4593], [1.7079, 0.1429, 1.9403], [-0.7471, -0.7878, 3.0608], [-2.1267, 0.1692, 2.3635], [-0.5542, 0.9255, 2.5538]], "mulliken_charge": [-0.55, 0.48, 0.49, -0.79, 0.12, -0.51, -0.09, -0.29, -0.62, -0.60, -0.13, -0.18, 0.26, 0.29, 0.29, 0.21, 0.46, 0.37, 0.32, 0.24, 0.30, 0.20, 0.20, 0.31, 0.39, 0.44, 0.40]}

=====

Need the numbers? Relative energies in kJ/mol: <one> 246.3; <two> 0.0.

=====

<one>
{"formula": "C4H14O3", "method": "wB97M-V/def2-TZVPD", "homo_energy_ev": -9.028, "smiles": "C=C(C)C.O.O.O", "orbital_gap_ev": 9.33, "e_lumo_ev": 0.304, "charge": 0, "species": ["C", "C", "C", "C", "H", "H", "H", "H", "H", "H", "H", "H", "H", "H", "O", "H", "H", "O", "H", "H", "O"], "positions_angstrom": [[0.4471, -0.6570, 2.5276], [1.2227, -1.4317, 1.4627], [1.3657, -0.9334, 0.2510], [1.8932, -2.6375, 2.0439], [-0.5738, -0.4032, 2.2193], [0.9009, 0.3098, 2.7337], [0.3754, -1.2024, 3.4685], [2.0257, -1.3437, -0.5116], [0.8340, -0.1032, -0.2031], [2.6173, -3.1232, 1.3797], [1.2071, -3.4831, 2.1877], [2.3514, -2.4077, 3.0013], [-3.7751, 1.1287, -0.9443], [-5.0625, 1.7952, -0.8642], [-4.6329, 1.0605, -1.3230], [-1.2064, 0.7812, -2.1971], [0.2424, 0.9315, -2.5050], [-0.4641, 0.2732, -2.5418], [0.7799, 3.8519, -1.5604], [2.0537, 3.0303, -1.4742], [1.1045, 2.9750, -1.3345]], "mulliken_charge": [-1.23, 1.08, -0.91, -1.27, 0.31, 0.29, 0.34, 0.22, 0.22, 0.34, 0.29, 0.33, 0.30, 0.32, -0.62, 0.29, 0.32, -0.63, 0.31, 0.32, -0.62]}

=====

<two>
{"formula": "C4H14O3", "method": "wB97M-V/def2-TZVPD", "homo_energy_ev": -9.315, "smiles": "C/C=C/C.O.O.O", "orbital_gap_ev": 9.60, "e_lumo_ev": 0.281, "charge": 0, "species": ["C", "C", "C", "C", "H", "H", "H", "H", "H", "H", "H", "H", "H", "H", "O", "H", "H", "O", "H", "H", "O"], "positions_angstrom": [[-1.7445, -2.9040, -2.6701], [-1.7795, -2.2751, -1.2951], [-2.8828, -1.7362, -0.8046], [-3.0276, -1.0523, 0.5085], [-2.3199, -3.8287, -2.6271], [-1.9711, -2.2618, -3.5196], [-0.7218, -3.1936, -2.9380], [-0.8076, -2.0740, -0.8556], [-3.7735, -1.8219, -1.4212], [-2.1747, -0.5330, 0.9173], [-3.9135, -0.4246, 0.5976], [-3.2842, -1.8033, 1.2657], [3.4428, 4.1102, 0.6427], [2.6146, 3.2733, 1.4791], [3.5538, 3.4044, 1.2889], [5.4476, 0.7943, 2.6909], [6.6349, 1.4652, 2.8976], [6.2073, 0.7120, 3.2962], [0.1146, 3.3506, -0.5848], [-0.1206, 3.1982, 0.8731], [0.5058, 3.6002, 0.2584]], "mulliken_charge": [-1.09, -0.15, -0.02, -1.17, 0.27, 0.31, 0.33, 0.32, 0.31, 0.29, 0.33, 0.27, 0.31, 0.33, -0.64, 0.32, 0.31, -0.63, 0.31, 0.32, -0.62]}

=====

Need the numbers? Relative energies in kJ/mol: <one> 0.0; <two> 16.4.